# 1
{
  "formula": "C37H36NO6PS4SbTi",
  "method": "ωB97M-V/def2-TZVPD",
  "species": ["H", "H", "C", "C", "H", "C", "C", "H", "H", "H", "C", "H", "C", "C", "C", "C", "C", "H", "H", "C", "H", "H", "H", "C", "H", "H", "H", "C", "C", "C", "H", "H", "C", "H", "H", "S", "H", "H", "C", "C", "C", "C", "H", "C", "H", "H", "O", "S", "O", "P", "H", "C", "C", "C", "H", "H", "C", "H", "H", "C", "C", "N", "O", "S", "C", "O", "C", "H", "S", "H", "C", "C", "C", "H", "C", "Ti", "H", "H", "C", "O", "C", "C", "Sb", "H", "C", "H", "O"],
  "positions_angstrom": [[5.98, -4.52, 1.32], [-3.00, 1.63, 5.08], [2.32, -0.07, -1.58], [-0.37, -3.47, -1.24], [-4.78, 5.51, 0.16], [-0.93, -4.49, -3.36], [-3.16, 1.64, -1.80], [6.02, -3.46, -0.92], [-3.72, 2.14, -2.59], [1.74, -1.98, -4.34], [-3.41, 2.47, -0.55], [-1.09, 1.00, -1.56], [-0.22, -5.62, -3.00], [-3.19, 2.00, 0.76], [-1.01, -3.40, -2.49], [3.57, -1.57, 0.49], [-4.86, 0.85, 3.14], [-5.78, 1.03, 2.59], [-2.07, 2.71, 4.02], [2.31, 2.42, 1.03], [-0.17, -6.45, -3.69], [-2.19, 1.01, 3.64], [2.09, -2.19, -1.93], [-3.79, 2.70, 1.83], [-3.24, -0.34, -0.89], [-1.26, 2.60, -2.26], [-4.59, 2.88, 3.76], [0.43, -5.69, -1.77], [5.33, -3.10, -0.16], [-1.69, 1.59, -2.24], [-4.30, 0.06, 2.63], [0.99, -6.58, -1.50], [2.31, 1.17, -2.20], [2.32, 4.47, 1.62], [-4.77, 4.49, 2.43], [0.37, -0.01, 3.14], [-3.60, -0.32, -2.63], [-1.42, -4.41, -4.32], [5.04, 2.46, 1.52], [4.47, -2.05, -0.46], [4.43, 1.30, 1.09], [1.92, 0.16, -4.35], [2.41, 2.08, -1.61], [3.06, 1.24, 0.82], [5.03, 0.41, 0.94], [0.85, -4.62, 0.06], [-0.10, 2.88, 1.94], [-2.43, -1.82, 2.10], [-1.71, -2.33, -2.89], [2.24, -0.31, 0.25], [-4.05, 4.11, -1.76], [-4.34, 3.96, 1.59], [2.12, 1.29, -3.57], [5.31, -3.69, 1.09], [4.51, -1.60, -1.44], [-1.66, -1.66, -2.17], [-4.01, 2.12, 3.22], [-5.11, 0.49, 4.14], [4.39, -3.68, 3.04], [-2.74, 1.86, 4.04], [4.43, -3.22, 2.06], [-2.41, 0.86, 0.95], [0.16, 1.31, 0.09], [0.56, 2.63, 0.69], [2.11, -1.20, -2.38], [0.51, 3.70, -0.27], [-3.95, 3.74, -0.74], [-1.61, 1.16, -3.24], [-1.52, -2.08, 5.77], [-4.80, 0.26, -1.46], [4.29, 3.61, 1.72], [0.35, -4.61, -0.90], [3.57, -2.17, 1.76], [6.11, 2.47, 1.70], [-0.39, -2.33, -0.29], [-0.97, -0.09, 1.11], [1.75, 0.26, -5.42], [2.86, -1.81, 2.50], [-3.73, 0.22, -1.69], [0.22, -2.36, 0.78], [2.93, 3.59, 1.47], [1.92, -1.09, -3.75], [-0.66, -2.13, 3.65], [2.11, 2.27, -4.02], [-4.38, 4.52, 0.32], [4.76, 4.53, 2.06], [-1.05, -1.27, -0.65]],
  "mulliken_charge": [0.35, 0.48, 0.45, -0.30, 0.32, -0.74, 0.15, 0.39, 0.63, 0.42, 0.20, -0.30, -0.27, 0.47, 0.47, -0.13, -1.29, 0.32, 0.22, -0.30, 0.37, -0.13, 0.70, 0.27, 0.04, 0.33, 0.47, -0.95, -0.70, -0.69, 0.03, 0.40, -0.55, 0.50, 0.33, -0.75, 0.38, 0.41, -0.76, -0.13, -1.02, -0.70, 0.17, 0.30, 0.40, 0.49, -0.66, -0.71, -0.77, 2.65, 0.35, -0.90, -0.62, -0.50, 0.47, 0.33, 0.39, 0.43, 0.42, -0.94, -0.67, 1.04, -0.25, 1.28, -0.67, -0.82, -0.57, 0.55, -0.65, 0.41, -0.79, -0.36, -0.29, 0.40, 1.79, 0.21, 0.32, 0.30, -1.39, -0.25, -0.85, -0.82, 0.08, 0.41, -1.39, 0.35, -0.03],
  "homo_lumo_gap_ev": [6.06, 5.32],
  "homo_ev": [-1.92, -2.05],
  "charge": -2,
  "spin_multiplicity": 2,
  "fmax_ha_per_bohr": 0.04759
}



# 2
{
  "formula": "C27H36O27",
  "method": "ωB97M-V/def2-TZVPD",
  "species": ["C", "H", "H", "H", "O", "C", "O", "H", "C", "O", "O", "O", "O", "C", "C", "H", "O", "H", "H", "C", "H", "C", "C", "H", "H", "H", "O", "H", "H", "H", "H", "H", "H", "O", "O", "C", "C", "O", "O", "H", "O", "C", "H", "C", "C", "O", "H", "O", "O", "C", "O", "C", "O", "C", "H", "H", "O", "O", "O", "O", "H", "C", "C", "H", "H", "O", "C", "C", "H", "C", "C", "C", "O", "C", "O", "H", "H", "O", "H", "C", "H", "H", "H", "C", "O", "C", "H", "H", "H", "H"],
  "positions_angstrom": [[14.22, 11.88, 8.87], [19.00, 17.46, 7.72], [12.33, 9.40, 6.86], [18.68, 11.36, 9.24], [17.82, 14.51, 7.85], [15.32, 8.84, 6.46], [12.27, 9.42, 10.41], [17.31, 17.12, 7.95], [15.43, 12.42, 8.16], [20.96, 11.58, 5.68], [15.98, 14.27, 15.46], [18.74, 7.65, 10.09], [19.47, 11.60, 7.35], [13.43, 7.68, 7.03], [19.37, 6.62, 10.64], [15.70, 11.87, 7.25], [16.49, 9.20, 6.29], [12.12, 10.17, 13.42], [15.21, 10.08, 15.03], [15.34, 11.58, 13.59], [13.48, 12.68, 8.88], [14.16, 15.60, 11.88], [15.23, 15.72, 9.87], [7.44, 15.18, 9.17], [15.36, 13.50, 8.03], [16.96, 7.11, 9.23], [17.03, 14.17, 5.68], [13.44, 16.40, 12.06], [14.05, 14.73, 12.52], [12.85, 6.93, 6.50], [16.26, 15.48, 12.43], [18.43, 10.06, 8.08], [16.35, 11.23, 13.39], [18.07, 16.12, 6.43], [14.15, 8.24, 10.37], [15.54, 16.20, 12.03], [18.27, 16.65, 7.74], [15.42, 12.93, 13.73], [14.26, 15.20, 10.52], [7.52, 15.54, 6.40], [9.28, 14.87, 8.76], [20.44, 10.15, 8.81], [18.34, 15.52, 9.58], [17.31, 7.50, 10.18], [9.96, 14.24, 7.74], [18.47, 5.86, 11.30], [20.97, 10.54, 9.68], [9.06, 14.10, 6.72], [14.75, 7.61, 6.60], [17.26, 6.55, 11.35], [20.58, 6.39, 10.57], [20.58, 11.22, 6.78], [15.89, 16.48, 10.68], [19.16, 10.79, 8.44], [13.75, 11.03, 8.38], [16.84, 8.46, 10.38], [16.54, 12.05, 9.03], [14.74, 11.28, 10.02], [14.32, 9.66, 6.50], [16.74, 11.06, 11.03], [8.25, 16.51, 8.17], [16.05, 11.45, 10.12], [8.09, 15.45, 8.34], [19.63, 15.15, 8.55], [16.46, 5.82, 11.22], [13.00, 8.74, 12.33], [13.17, 8.98, 6.31], [11.46, 10.04, 11.32], [10.40, 10.10, 11.06], [7.86, 14.72, 7.03], [17.54, 14.85, 6.59], [18.58, 15.45, 8.52], [15.13, 12.13, 15.76], [15.50, 13.22, 15.04], [11.19, 13.94, 7.65], [13.25, 7.69, 8.10], [11.05, 8.90, 13.18], [15.44, 15.70, 8.62], [15.60, 17.18, 12.50], [14.73, 11.05, 14.91], [14.52, 11.45, 12.88], [17.05, 6.95, 12.34], [11.69, 11.10, 11.25], [11.83, 9.45, 12.65], [21.21, 10.40, 7.63], [13.27, 8.75, 11.01], [13.66, 10.83, 14.90], [20.12, 9.12, 8.93], [12.99, 8.79, 5.25], [7.07, 13.96, 7.04]],
  "mulliken_charge": [0.72, 0.39, 0.32, -0.11, 0.14, 0.82, -0.24, 0.12, -0.25, -0.61, -0.57, -0.16, -0.29, 0.04, 0.57, 0.31, -0.61, -0.05, 0.33, 0.17, 0.19, -0.06, 0.72, 0.24, 0.05, 0.12, -0.61, 0.29, 0.07, 0.38, 0.22, -0.09, 0.26, -0.45, -0.41, -0.33, -0.24, -0.17, -0.23, 0.26, -0.31, 0.03, 0.19, 0.74, 0.64, -0.39, 0.24, -0.31, -0.40, -0.31, -0.60, 0.64, -0.35, 0.42, -0.50, -0.56, -0.07, 0.25, -0.25, -0.67, 0.25, -0.15, -0.27, 0.32, 0.24, -0.37, -0.58, -0.22, 0.37, -0.28, 0.62, -0.36, -0.36, 0.52, -0.54, -0.08, 0.31, -0.68, 0.31, -0.13, -0.28, 0.29, 0.13, -0.06, -0.37, 0.60, 0.15, 0.22, 0.39, 0.30],
  "homo_lumo_gap_ev": 9.36,
  "homo_ev": -9.74,
  "smiles": "O=C1OCCO1.O=C1OCCO1.O=C1OCCO1.O=C1OCCO1.O=C1OCCO1.O=C1OCCO1.O=C1OCCO1.O=C1OCCO1.O=C1OCCO1",
  "fmax_ha_per_bohr": 0.12873
}



# 3
{
  "formula": "C12H17FN2S",
  "method": "ωB97M-V/def2-TZVPD",
  "species": ["H", "H", "H", "H", "C", "F", "H", "H", "C", "N", "H", "C", "H", "H", "C", "H", "C", "H", "C", "C", "C", "S", "H", "H", "H", "C", "C", "C", "N", "H", "H", "C", "H"],
  "positions_angstrom": [[-5.97, 1.68, 0.22], [-3.15, -1.38, -1.19], [-4.26, 2.04, 0.41], [-5.07, 0.09, 1.80], [4.88, 0.80, 0.35], [3.03, -2.29, -0.06], [-1.06, -1.93, -0.29], [-2.70, 0.34, -1.15], [-4.97, 1.31, 0.04], [-1.25, -0.96, -0.51], [-5.50, -2.07, 0.62], [-5.65, -1.11, 0.13], [-6.70, -0.84, 0.24], [1.73, 2.01, 0.11], [-3.29, -0.45, 0.77], [-2.72, 0.31, 1.32], [3.83, 1.71, 0.31], [4.03, 2.77, 0.41], [3.31, -0.96, 0.06], [4.61, -0.55, 0.23], [-2.65, -0.60, -0.61], [-0.57, 1.56, -0.43], [-4.83, 1.20, -1.03], [-3.19, -1.39, 1.32], [0.99, -1.63, -0.19], [2.52, 1.29, 0.14], [-4.76, -0.03, 0.75], [2.23, -0.06, 0.01], [0.96, -0.61, -0.15], [-5.45, -1.22, -0.93], [5.89, 1.14, 0.48], [-0.26, -0.05, -0.35], [5.39, -1.29, 0.25]],
  "mulliken_charge": [0.44, 0.29, 0.35, 0.30, -0.40, -0.34, 0.24, 0.32, -1.52, -0.19, 0.36, -1.54, 0.43, 0.26, -0.45, 0.31, -0.82, 0.39, 0.57, -0.54, -1.04, -0.46, 0.32, 0.31, 0.27, -0.32, 0.67, 0.33, -0.18, 0.33, 0.37, 0.53, 0.42],
  "homo_lumo_gap_ev": 8.92,
  "homo_ev": -8.28,
  "smiles": "CC(C)CCNC(=S)Nc1ccccc1F",
  "fmax_ha_per_bohr": 0.01873
}



# 4
{
  "formula": "C3H7O3",
  "method": "ωB97M-V/def2-TZVPD",
  "species": ["O", "H", "H", "O", "H", "H", "O", "H", "H", "C", "C", "C", "H"],
  "positions_angstrom": [[-1.46, -1.74, 0.13], [0.35, -1.41, -2.12], [1.20, 2.29, 1.28], [-0.22, 3.21, -0.04], [1.31, 2.16, -0.53], [0.08, 1.37, 0.47], [0.42, -0.93, 0.90], [1.48, -1.54, -0.95], [0.41, -3.03, -1.26], [0.77, 2.24, 0.36], [-0.27, -1.46, 0.01], [0.57, -1.96, -1.22], [-1.09, 2.95, 0.30]],
  "mulliken_charge": [-0.73, 0.25, 0.25, -0.58, 0.24, 0.03, -0.74, 0.30, 0.25, -0.28, 0.60, -0.91, 0.32],
  "homo_lumo_gap_ev": 7.56,
  "homo_ev": -3.74,
  "charge": -1,
  "fmax_ha_per_bohr": 0.11591
}



ΔE to the lowest compared entry with this formula, charge and spin (computed, kJ/mol): 31.0; 468.8; 10.6; 202.3